(1)
Here is one molecule with the formula C2H2F3P from the OMol25 dataset. Energies are from ωB97M-V/def2-TZVPD.

```
8
C2H2F3P | the OMol25 dataset | ωB97M-V/def2-TZVPD
C -0.55 -1.43 0.19
P -0.60 -0.25 1.42
F -2.26 -0.23 1.59
C 1.00 -0.56 2.57
F 0.72 -1.81 3.05
F 0.91 0.23 3.62
H 0.32 -2.13 -0.02
H -1.47 -1.74 -0.28
```

Results
Gap between HOMO and LUMO (alpha / beta)   7.737 / 7.740 eV
E_LUMO (alpha / beta)   -1.715 / -1.716 eV
ΔE to the lowest compared entry with this formula, charge and spin   236.5 kJ/mol
SMILES   C=P(F)=C(F)F

Results of the Löwdin charge analysis, in e, for atoms 1 through 5:
1 C -0.195
2 P 0.958
3 F -0.373
4 C -0.385
5 F -0.053

(2)
Here is one molecule with the formula C4H4N2O2 from the OMol25 dataset. Energies are from ωB97M-V/def2-TZVPD.

```
12
C4H4N2O2 | the OMol25 dataset | ωB97M-V/def2-TZVPD
O -2.03 -1.22 -0.21
C -1.05 -0.38 -0.08
C -1.15 1.04 -0.07
C 0.22 1.67 0.12
N 1.38 0.95 -0.25
C 1.32 -0.33 -0.11
O 2.34 -1.15 -0.19
N 0.12 -1.04 0.20
H -1.56 -2.05 0.21
H -2.07 1.74 -0.33
H 0.60 2.76 0.22
H 1.89 -1.98 0.49
```

Results
Gap between HOMO and LUMO   9.199 eV
E_LUMO   -0.115 eV
ΔE to the lowest compared entry with this formula, charge and spin   280.1 kJ/mol
SMILES   Oc1ccnc(O)n1

Results of the Löwdin charge analysis, in e, for atoms 1 through 5:
1 O 0.072
2 C -0.462
3 C 0.016
4 C -0.035
5 N 0.092

(3)
Here is C29H29N2O3PS4Tc as an isolated structure from the OMol25 dataset. Energies are from ωB97M-V/def2-TZVPD.

```
69
C29H29N2O3PS4Tc | the OMol25 dataset | ωB97M-V/def2-TZVPD
Tc 0.37 0.15 0.34
S 1.89 0.23 -2.39
C 0.74 1.35 -3.14
C 1.05 1.68 -4.46
C 0.18 2.41 -5.25
C -1.02 2.86 -4.71
C -1.34 2.56 -3.40
C -0.48 1.82 -2.60
S -1.06 1.55 -0.92
C -0.51 3.13 -0.14
C -0.04 2.97 1.28
C -0.04 4.05 2.15
C 0.53 3.91 3.40
C 1.08 2.69 3.77
C 1.02 1.63 2.88
C 1.55 0.27 3.25
S 1.99 -0.78 1.82
C 3.55 -0.04 1.31
C 4.68 -0.36 2.05
C 5.91 0.19 1.71
C 6.02 1.05 0.63
C 4.90 1.37 -0.12
C 3.67 0.82 0.22
S 2.24 1.39 -0.66
N 0.46 1.77 1.66
H 1.99 1.35 -4.87
H 0.44 2.65 -6.27
H -1.71 3.43 -5.32
H -2.28 2.90 -2.98
H -1.31 3.87 -0.20
H 0.32 3.49 -0.74
H -0.45 4.99 1.83
H 0.56 4.74 4.09
H 1.54 2.55 4.74
H 0.78 -0.31 3.77
H 2.40 0.35 3.92
H 4.60 -1.05 2.88
H 6.79 -0.07 2.29
H 6.98 1.48 0.37
H 4.97 2.04 -0.96
C -1.90 0.16 3.99
O -2.32 0.01 2.63
P -1.53 -0.78 1.48
O -1.12 -2.18 2.12
C -2.10 -3.12 2.61
O -2.74 -1.11 0.50
C -4.06 -0.53 0.52
H -2.80 0.32 4.58
H -1.24 1.02 4.09
H -1.40 -0.75 4.34
H -1.66 -3.62 3.47
H -2.32 -3.85 1.83
H -3.02 -2.62 2.90
H -4.64 -1.08 -0.22
H -4.01 0.52 0.24
H -4.51 -0.64 1.50
N -0.03 -1.59 -0.83
C -0.55 -2.37 -1.49
C -1.18 -3.36 -2.31
C -1.39 -3.08 -3.66
C -2.02 -4.02 -4.45
C -2.44 -5.22 -3.89
C -2.23 -5.49 -2.55
C -1.60 -4.56 -1.74
H -1.05 -2.14 -4.08
H -2.19 -3.82 -5.50
H -2.94 -5.95 -4.52
H -2.56 -6.43 -2.13
H -1.42 -4.77 -0.70
```

Results
2S+1   2
Gap between HOMO and LUMO (alpha / beta)   7.675 / 6.951 eV
Net charge   +2
E_LUMO (alpha / beta)   -5.592 / -6.130 eV
ΔE to the lowest compared entry with this formula, charge and spin   0.0 kJ/mol

Results of the Löwdin charge analysis, in e, for atoms 1 through 5:
1 Tc 0.504
2 S 0.711
3 C -0.593
4 C -0.096
5 C -0.038

(4)
Here is a 11-piece molecular cluster, H22O11 overall from the OMol25 dataset. Energies are from ωB97M-V/def2-TZVPD.

```
33
H22O11 | the OMol25 dataset | ωB97M-V/def2-TZVPD
O -0.92 0.78 0.71
H -0.82 0.07 0.02
H -0.16 0.87 1.24
O 2.73 4.02 -1.06
H 2.14 4.57 -1.58
H 2.10 3.41 -0.69
O 1.32 -3.03 -1.83
H 1.31 -3.76 -1.17
H 2.24 -2.88 -2.08
O -5.80 0.12 2.03
H -4.99 -0.14 2.38
H -5.99 0.91 2.56
O -1.08 3.31 -1.19
H -0.38 3.37 -0.56
H -0.77 3.69 -2.10
O -0.37 -2.87 -2.68
H -0.94 -2.58 -1.94
H -0.84 -3.62 -2.94
O 2.78 -1.06 2.99
H 3.60 -0.90 3.39
H 2.90 -0.63 2.14
O 2.00 1.68 1.01
H 1.61 1.13 0.33
H 2.74 1.11 1.32
O -2.25 0.32 -2.15
H -2.48 -0.50 -2.63
H -2.80 1.01 -2.68
O 0.02 -1.52 2.51
H -0.43 -2.34 2.26
H 0.32 -1.21 1.59
O 1.44 -1.68 -0.21
H 2.04 -1.19 0.27
H 0.71 -0.99 -0.24
```

Results
Gap between HOMO and LUMO   8.633 eV
E_LUMO   -0.303 eV
ΔE to the lowest compared entry with this formula, charge and spin   684.8 kJ/mol
SMILES   O.O.O.O.O.O.O.O.O.O.O

Results of the Löwdin charge analysis, in e, for atoms 1 through 5:
1 O -0.039
2 H 0.040
3 H -0.019
4 O -0.045
5 H 0.033

(5)
Here is one molecule with the formula C6H14 from the OMol25 dataset. Energies are from ωB97M-V/def2-TZVPD.

```
20
C6H14 | the OMol25 dataset | ωB97M-V/def2-TZVPD
C 1.27 -2.59 -0.04
C 0.40 -1.42 -0.60
C 0.29 -0.27 0.38
C -0.26 1.10 -0.12
C -0.06 2.15 1.01
C -1.66 1.06 -0.68
H 1.56 -3.37 -0.79
H 2.27 -2.16 0.37
H 0.83 -3.04 0.87
H -0.60 -1.76 -0.95
H 1.01 -1.12 -1.45
H -0.34 -0.57 1.29
H 1.25 0.03 0.82
H 0.38 1.43 -0.96
H -0.26 3.16 0.55
H 0.93 2.19 1.40
H -0.76 1.98 1.81
H -1.84 0.29 -1.45
H -2.38 0.74 0.06
H -2.00 2.02 -1.19
```

Results
Gap between HOMO and LUMO   11.927 eV
E_LUMO   1.202 eV
ΔE to the lowest compared entry with this formula, charge and spin   57.6 kJ/mol
SMILES   CCCC(C)C

Results of the Löwdin charge analysis, in e, for atoms 1 through 5:
1 C -0.131
2 C -0.268
3 C -0.222
4 C -0.450
5 C -0.085

(6)
Here is one molecule with the formula C23H30N2O5 from the OMol25 dataset. Energies are from ωB97M-V/def2-TZVPD.

```
60
C23H30N2O5 | the OMol25 dataset | ωB97M-V/def2-TZVPD
C -8.55 -0.75 -1.24
O -7.92 -0.57 0.00
C -6.55 -0.52 0.03
C -5.72 -0.61 -1.07
C -4.34 -0.53 -0.92
C -3.75 -0.36 0.33
N -2.37 -0.34 0.52
C -1.79 0.66 1.39
C -1.43 1.93 0.60
N -0.55 1.61 -0.49
C 0.69 2.09 -0.74
O 1.32 1.75 -1.72
C 1.29 3.08 0.25
C 1.85 2.35 1.49
C 2.71 1.20 1.04
C 2.20 -0.08 1.03
C 2.94 -1.17 0.54
O 2.27 -2.35 0.60
C 2.80 -3.52 0.03
C 4.23 -0.95 0.07
O 5.02 -2.00 -0.39
C 6.16 -2.25 0.41
C 4.73 0.36 0.04
O 5.99 0.65 -0.44
C 6.18 0.38 -1.82
C 3.98 1.42 0.53
C -1.11 0.61 -1.38
C -1.46 -0.64 -0.56
C -4.61 -0.29 1.43
C -5.97 -0.36 1.29
H -8.33 0.08 -1.93
H -8.25 -1.69 -1.72
H -9.62 -0.78 -1.03
H -6.12 -0.74 -2.07
H -3.74 -0.59 -1.82
H -2.49 0.92 2.19
H -0.89 0.24 1.84
H -0.99 2.67 1.27
H -2.36 2.35 0.19
H 2.11 3.57 -0.27
H 0.57 3.85 0.55
H 1.04 1.99 2.12
H 2.45 3.06 2.07
H 1.22 -0.30 1.41
H 3.11 -3.36 -1.01
H 3.65 -3.90 0.60
H 1.99 -4.25 0.06
H 6.70 -3.06 -0.08
H 5.87 -2.57 1.42
H 6.81 -1.38 0.49
H 6.03 -0.67 -2.06
H 7.20 0.67 -2.04
H 5.49 0.98 -2.42
H 4.40 2.41 0.50
H -0.36 0.38 -2.14
H -2.00 1.02 -1.85
H -1.90 -1.41 -1.20
H -0.54 -1.05 -0.13
H -4.20 -0.21 2.43
H -6.62 -0.30 2.15
```

Results
Gap between HOMO and LUMO   8.123 eV
E_LUMO   0.784 eV
ΔE to the lowest compared entry with this formula, charge and spin   277.1 kJ/mol
SMILES   COc1ccc(N2CCN(C(=O)CCc3cc(OC)c(OC)c(OC)c3)CC2)cc1

Results of the Löwdin charge analysis, in e, for atoms 1 through 5:
1 C -0.099
2 O -0.093
3 C -0.286
4 C -0.024
5 C -0.024